## 1
Density functional theory data (the ωB97M-V functional and the def2-TZVPD basis) for a molecular structure, C3H3Br9.

Last column: Mulliken charge in e.
Element x y z (Å)
C: 4.501 6.640 5.066  -0.287
Br: 3.575 5.034 4.980  -0.012
Br: 3.761 7.756 6.507  -0.009
Br: 4.524 7.454 3.331  0.009
H: 5.478 6.368 5.315  0.320
C: 5.155 15.372 5.969  -0.294
Br: 4.486 14.713 7.658  -0.023
Br: 4.175 16.944 5.274  -0.044
Br: 5.222 13.965 4.657  0.015
H: 6.149 15.648 6.219  0.342
C: 6.752 9.893 7.444  -0.109
Br: 7.168 11.646 8.103  0.013
Br: 7.589 8.427 8.453  -0.043
Br: 7.387 9.687 5.625  -0.008
H: 5.737 9.592 7.522  0.128

The calculation puts the frontier orbital gap at 0.370 hartree. The total charge is 0.

## 2
Density functional theory data (the ωB97M-V functional and the def2-TZVPD basis) for a molecular structure, C3H3Br9.

Last column: Mulliken charge in e.
Element x y z (Å)
C: 0.204 -0.693 -3.784  -0.357
Br: 1.017 -0.896 -2.035  0.064
Br: 1.737 -0.702 -5.104  -0.062
Br: -0.770 1.034 -3.839  -0.021
H: -0.367 -1.533 -4.180  0.428
C: -2.193 -0.310 2.549  -0.379
Br: -2.639 1.398 3.498  -0.035
Br: -1.690 0.037 0.643  0.061
Br: -3.791 -1.460 2.826  -0.057
H: -1.385 -0.723 3.152  0.421
C: 1.864 0.677 1.149  0.193
Br: 2.945 -0.626 2.251  -0.022
Br: 3.140 1.763 0.104  -0.003
Br: 0.715 1.915 2.292  0.004
H: 1.213 0.117 0.477  -0.235

The calculation puts the frontier orbital gap at 0.349 hartree. The total charge is 0.

Need the numbers? Relative energies in kJ/mol: 1 0.0; 2 48.3.